A structure of composition C22H26N4PdS3, computed with ωB97M-V with the def2-TZVPD basis set.

Computed properties:
2S+1 = 5
gap between HOMO and LUMO (alpha / beta) = 7.67 / 5.72 eV
electronic energy = -2394.85882 Eh
net charge = +2
F_max = 0.25 eV/Å

Atoms and positions in Å:
1 Pd 0.50616 1.36328 -0.13428
2 C -1.49603 -0.60074 -1.51755
3 N -1.20314 -0.17559 -0.13128
4 C -2.34112 0.60672 0.43893
5 C -2.41549 2.01427 -0.12891
6 N -1.22072 2.80488 0.23953
7 C -1.29751 3.27029 1.64923
8 C -0.98494 3.95142 -0.61103
9 C -2.01526 4.65572 -1.19096
10 C -1.74908 5.82041 -1.91528
11 C -0.45185 6.30612 -2.04363
12 C 0.59108 5.61666 -1.46754
13 C 0.35725 4.40668 -0.77724
14 S 1.70902 3.51000 -0.24531
15 C -0.84477 -1.25765 0.74593
16 C -1.34753 -2.53418 0.57691
17 C -1.05768 -3.53543 1.50168
18 C -0.27191 -3.27652 2.62199
19 C 0.24969 -2.01687 2.80236
20 C 0.00876 -0.99842 1.85140
21 S 0.83291 0.47901 2.04391
22 H -2.46813 -1.09617 -1.58431
23 H -0.70551 -1.25369 -1.88061
24 H -1.51165 0.27539 -2.16242
25 H -2.22051 0.63498 1.52122
26 H -3.27858 0.08179 0.23194
27 H -3.33073 2.48749 0.23988
28 H -2.47569 1.98264 -1.21625
29 H -2.15068 3.94219 1.77262
30 H -0.38416 3.80159 1.90489
31 H -1.40684 2.42255 2.32104
32 H -3.04178 4.33651 -1.07390
33 H -2.57302 6.36301 -2.35918
34 H -0.26421 7.21861 -2.59160
35 H 1.60962 5.96941 -1.56204
36 H -1.99524 -2.75971 -0.25854
37 H -1.48048 -4.52143 1.35791
38 H -0.08017 -4.05547 3.34696
39 H 0.86598 -1.78843 3.66284
40 C 4.17711 -3.28271 1.49036
41 C 3.17162 -3.03956 0.42062
42 C 2.39309 -4.00209 -0.17194
43 C 1.51316 -3.61657 -1.18787
44 N 1.39325 -2.34172 -1.58275
45 C 2.14599 -1.41909 -1.01525
46 S 2.17283 0.24458 -1.49660
47 N 3.01653 -1.77270 -0.02399
48 C 0.65796 -4.60847 -1.89695
49 H 4.16195 -4.32371 1.80017
50 H 3.97712 -2.65196 2.35870
51 H 5.17824 -3.04446 1.12627
52 H 2.48217 -5.03506 0.12935
53 H 3.60230 -1.03363 0.34774
54 H 0.83887 -5.62562 -1.56007
55 H 0.84621 -4.54008 -2.96908
56 H -0.39445 -4.35847 -1.74803